(A)
The following is a quantum chemistry calculation of a cluster of 2 separate species, C5H12 in total, from the OMol25 dataset.

Calculated values
SMILES ... C=C.CCC
Gap between HOMO and LUMO ... 0.419 Eh

The geometry in XYZ format:
```
17
Properties=species:S:1:pos:R:3:mulliken_charge:R:1
C 2.33116 -5.32711 -3.43478 -0.46
C 2.83819 -4.14877 -3.11171 -0.48
H 2.70649 -6.31363 -3.11603 0.20
H 1.62675 -5.53306 -4.15864 0.25
H 3.35686 -3.85939 -2.28117 0.28
H 2.45343 -3.24554 -3.55772 0.21
C -0.75589 1.52578 2.28383 -0.90
C -1.30522 2.91188 2.24180 -0.31
C -2.06972 3.37302 0.96633 -0.93
H -0.59584 1.34751 3.46905 0.22
H 0.19714 1.38132 1.69542 0.29
H -1.60699 0.91561 2.00145 0.28
H -0.48005 3.61932 2.18044 0.25
H -1.99818 3.05476 3.03248 0.32
H -2.68520 2.45579 0.40759 0.23
H -2.69716 4.28547 1.21612 0.28
H -1.31576 3.55703 0.16554 0.27
```


(B)
The following is a quantum chemistry calculation of a cluster of 2 separate species, C5H12 in total, from the OMol25 dataset.

Calculated values
SMILES ... C=C.CCC
Gap between HOMO and LUMO ... 0.417 Eh

The geometry in XYZ format:
```
17
Properties=species:S:1:pos:R:3:mulliken_charge:R:1
C 3.23431 0.60762 -0.00010 -0.45
C 4.40148 0.17004 -0.45756 -0.47
H 2.40983 -0.09847 0.03180 0.23
H 3.11283 1.67839 -0.03956 0.24
H 4.64304 -0.86869 -0.60471 0.24
H 5.15443 0.92293 -0.66546 0.21
C -1.49373 -1.18974 0.77396 -1.05
C -2.58673 -0.18136 0.48480 -0.22
C -2.27139 0.73486 -0.70596 -1.03
H -0.57662 -0.72070 1.13618 0.26
H -1.82556 -1.93849 1.48734 0.33
H -1.28314 -1.74858 -0.13235 0.30
H -3.52105 -0.71732 0.28843 0.25
H -2.79906 0.44126 1.35804 0.29
H -2.92112 1.60514 -0.68159 0.31
H -2.43084 0.19829 -1.63874 0.30
H -1.24670 1.10482 -0.63452 0.26
```


Question: which arrangement is favored energetically? Ranking from most to least stable: (B), (A).


(A)
The following is a quantum chemistry calculation of a cluster of 2 separate species, C9H16N3O in total, from the OMol25 dataset.

Calculated values
Charge ... +1
Gap between HOMO and LUMO ... 0.325 Eh

The geometry in XYZ format:
```
29
Properties=species:S:1:pos:R:3:mulliken_charge:R:1
C 3.13709 -0.61501 1.22346 -0.98
C 1.01059 -1.65312 0.45947 0.88
N 1.68161 -0.78433 1.19772 -0.19
N 1.47120 -2.11821 -0.71221 -0.40
N -0.24278 -1.93987 0.79173 -0.38
H 1.14600 -0.12482 1.75071 0.30
H 2.41998 -1.91370 -0.97921 0.18
H 1.14429 -2.99552 -1.08387 0.24
H -0.62502 -1.75262 1.70419 0.23
H -0.85752 -2.45899 0.18812 0.18
H 3.37405 0.42159 0.99764 0.30
H 3.54148 -1.22865 0.44045 0.37
H 3.52158 -0.92810 2.18276 0.31
C -3.06494 0.20950 -1.98035 -1.37
C -0.74961 1.15961 -1.57160 -0.60
C -1.99172 0.78966 -1.09345 0.76
C 0.25012 1.60775 -0.69911 -0.34
C -2.31900 1.10166 0.23035 -0.58
C -0.07462 1.79610 0.62489 0.35
C -1.36643 1.59558 1.10767 -0.65
O 0.89007 2.02199 1.59180 -0.60
H -0.51179 0.95621 -2.60451 0.41
H 1.24604 1.77500 -1.09229 0.40
H -3.22219 0.77998 -2.89594 0.35
H -3.99333 0.04533 -1.45184 0.35
H -3.33220 1.01555 0.56862 0.38
H -1.45953 1.61981 2.17683 0.47
H 1.70794 2.39672 1.24321 0.35
H -2.73137 -0.77908 -2.31525 0.30
```


(B)
The following is a quantum chemistry calculation of the ion C9H16N3O with charge +1, from the OMol25 dataset.

Calculated values
Charge ... +1
Gap between HOMO and LUMO (spin up / spin down) ... 0.258 / 0.257 Eh

The geometry in XYZ format:
```
29
Properties=species:S:1:pos:R:3:mulliken_charge:R:1
C 0.17263 1.60129 -1.05806 0.46
C 1.15999 0.78325 -0.66404 -0.04
C -1.22882 1.26620 -1.14165 -0.21
C 0.68111 2.93687 -1.58055 -0.72
C 2.44337 1.48067 -0.71536 -0.56
C -1.43283 -2.72469 0.04099 -1.89
C 0.63822 -2.03376 1.31683 -1.62
C -1.63021 -1.58711 2.29237 -1.57
C -0.81955 -1.68949 0.98044 1.68
N -1.50796 0.02744 -0.46102 0.16
N -0.79526 -0.35089 0.50678 -0.11
N 2.09978 2.95197 -1.10749 -0.08
O -2.09475 1.84169 -1.74304 -0.54
H 0.63801 2.98427 -2.66963 0.28
H 0.11090 3.76777 -1.16821 0.35
H 2.97517 1.45942 0.23400 0.31
H 3.08503 1.05333 -1.48682 0.28
H -2.48276 -2.52236 -0.16631 0.52
H -0.87983 -2.77221 -0.89574 0.45
H -1.38243 -3.70146 0.51261 0.43
H 1.22843 -2.06999 0.40521 0.35
H 0.68423 -2.99766 1.81346 0.47
H 1.05693 -1.27525 1.96999 0.40
H -2.67517 -1.37105 2.07715 0.39
H -1.56196 -2.53009 2.82743 0.40
H -1.23188 -0.79588 2.92183 0.43
H -2.17170 -0.59387 -0.94585 0.26
H 2.74072 3.31464 -1.81611 0.35
H 2.18061 3.54697 -0.27923 0.38
```


(C)
The following is a quantum chemistry calculation of a cluster of 2 separate species, C9H16N3O in total, from the OMol25 dataset.

Calculated values
Charge ... +1
Gap between HOMO and LUMO (spin up / spin down) ... 0.240 / 0.240 Eh

The geometry in XYZ format:
```
29
Properties=species:S:1:pos:R:3:mulliken_charge:R:1
C -2.70008 0.67238 -1.77656 -0.60
C -1.99189 0.72582 -0.63818 -0.06
C -2.02053 0.63484 -3.03517 -0.42
C -0.11393 1.14199 -1.96846 0.69
C -0.07631 -2.85807 1.79903 -0.86
C -0.48807 1.00162 1.76497 -1.76
C 2.31670 0.61731 1.40497 -1.04
C 1.77440 -0.56254 -0.61132 -0.41
C 0.16269 0.89465 0.46109 0.66
N -0.72989 0.99380 -3.01445 -0.52
N -0.59765 0.88451 -0.71766 0.20
N 1.39688 0.25640 0.36257 0.26
O 1.18698 1.27169 -2.02426 -0.43
H -3.69652 0.36408 -1.76576 0.44
H -2.47302 0.77825 0.38133 0.33
H -2.43060 0.38385 -3.91983 0.53
H 0.23935 -2.26919 2.69480 0.20
H -1.08789 -3.25928 2.12424 0.31
H 0.61735 -3.67605 1.47177 0.29
H 0.26427 0.93121 2.46057 0.44
H -1.17634 1.90802 1.90180 0.33
H -1.07149 -0.00176 1.90667 0.35
H 3.19600 0.10651 1.06548 0.32
H 2.39526 1.72530 1.35159 0.38
H 2.05314 0.22574 2.40862 0.33
H 1.09142 -0.99524 -1.29319 0.28
H 2.77094 -0.83229 -0.79967 0.35
H -0.35795 -2.28289 0.89037 0.06
H 1.54681 1.21935 -2.88535 0.35
```


Question: which arrangement is favored energetically? Ranking from most to least stable: (A), (C), (B).


(A)
The following is a quantum chemistry calculation of a cluster of 4 separate species, CH9N3O2 in total, from the OMol25 dataset.

Calculated values
Gap between HOMO and LUMO ... 0.154 Eh

The geometry in XYZ format:
```
15
Properties=species:S:1:pos:R:3:mulliken_charge:R:1
N -0.70206 0.17223 -0.32648 -0.17
C -0.91004 -1.14871 -0.42391 0.07
N -0.00145 -2.06937 -0.56661 -0.40
N -2.62115 1.69747 0.36872 -0.61
H -1.96644 -1.42019 -0.37555 0.36
H -1.46668 0.91247 -0.03482 0.45
H -3.21951 2.46081 0.06212 0.18
H 0.93838 -1.68099 -0.33381 0.34
H -3.07722 1.29387 1.18752 0.20
H 3.14739 -1.18804 1.19868 0.27
H 0.36607 0.53138 -0.18730 0.35
O 2.95285 -1.30346 0.27003 -0.80
H 2.31237 1.42638 -0.42436 0.23
H 2.53467 -0.37137 -0.11359 0.41
O 1.71284 0.68753 -0.30065 -0.87
```


(B)
The following is a quantum chemistry calculation of a cluster of 3 separate species, CH9N3O2 in total, from the OMol25 dataset.

Calculated values
SMILES ... N=C(N)N.O.O
Gap between HOMO and LUMO ... 0.367 Eh

The geometry in XYZ format:
```
15
Properties=species:S:1:pos:R:3:mulliken_charge:R:1
N 1.18502 -1.08522 0.94572 -0.65
C -0.12607 -1.09881 1.58981 0.59
N -1.09786 -0.39648 0.79223 -0.47
N -0.35030 -1.60444 2.74466 -0.66
H 1.82120 -1.29931 1.71725 0.26
H 1.29691 -0.06444 0.80530 0.26
H -0.59252 0.08193 0.01826 0.23
H -1.80138 -0.06460 1.38900 0.23
H 0.56830 -2.12971 3.00968 0.21
H -1.97454 2.76804 -1.27460 0.30
H -3.11227 2.04541 -2.15661 0.32
O -2.26253 2.47736 -2.12253 -0.63
H 1.83188 0.21825 -1.76167 0.33
H 2.60260 -0.31377 -3.00543 0.33
O 2.01157 0.46580 -2.69108 -0.66
```


Question: which arrangement is favored energetically? Ranking from most to least stable: (B), (A).